1.
Here is 2 unconnected molecules or ions with the total composition C11H14N2O in a non-equilibrium geometry from the Open Molecules 2025 dataset. Energies are from wB97M-V/def2-TZVPD.

**E_tot**: -16660.0823 eV
**LUMO level**: 0.023 Eh
**E_HOMO**: -8.212 eV
**Relative energy (zero: lowest compared OMol25 entry of this formula, charge and spin)**: 273.1 kJ/mol
**SMILES string**: Cc1ccc(O)cc1.Cc1c[nH]cn1

Geometry as ORCA input:
```
! RIJCOSX wB97M-V def2-TZVPD def2/J DEFGRID3
* xyz 0 1
H -1.682 -0.390 -1.948
C 3.262 -1.145 1.878
H 2.992 -1.200 2.944
C -2.827 0.465 -0.097
C 2.416 -0.519 0.830
C 2.512 -0.761 -0.518
C -2.027 -0.269 -0.970
H -2.666 2.286 -1.054
N -1.480 -1.288 -0.188
C 1.645 -0.257 -1.493
H -3.984 2.165 0.188
H -0.535 -1.663 -0.223
C -3.485 1.666 -0.657
H 1.406 0.710 2.269
H -1.940 -1.788 1.925
H -0.302 1.587 0.609
O 0.219 1.615 -1.878
C 0.489 0.914 0.329
C 0.783 0.708 -1.038
C -1.974 -1.143 1.057
H 4.333 -1.025 1.702
H 3.393 -1.326 -0.844
H -4.351 1.638 -1.333
H 3.246 -2.178 1.503
N -2.871 -0.173 1.139
H 1.742 -0.368 -2.547
H 0.313 1.370 -2.810
C 1.374 0.367 1.224
*
```



2.
Here is a gas-phase ion, H8N4P (charge +1) in a non-equilibrium geometry from the Open Molecules 2025 dataset. Energies are from wB97M-V/def2-TZVPD.

**E_tot**: -15374.3372 eV
**LUMO level**: -0.114 Eh
**E_HOMO**: -15.223 eV
**Relative energy (zero: lowest compared OMol25 entry of this formula, charge and spin)**: 0.0 kJ/mol
**SMILES string**: NP(N)(N)=[NH2+]

Geometry as ORCA input:
```
! RIJCOSX wB97M-V def2-TZVPD def2/J DEFGRID3
* xyz 1 1
H -2.086 -1.091 -0.683
H -1.131 1.961 0.998
N -1.122 -0.811 -0.887
N -0.781 0.988 1.086
H 1.994 0.862 -0.617
H 1.292 -1.734 0.919
N 1.058 0.777 -1.051
P -0.051 0.058 -0.007
H 1.356 -0.410 1.689
N 0.756 -0.934 1.023
H -0.923 -1.136 -1.882
H -1.496 0.394 1.395
H 1.132 1.076 -1.984
*
```



3.
Here is a single C4H3F3 molecule in a non-equilibrium geometry from the Open Molecules 2025 dataset. Energies are from wB97M-V/def2-TZVPD.

**E_tot**: -12346.4989 eV
**LUMO level**: 0.032 Eh
**E_HOMO**: -9.376 eV
**Relative energy (zero: lowest compared OMol25 entry of this formula, charge and spin)**: 107.0 kJ/mol
**SMILES string**: C=CC(F)=C(F)F

Geometry as ORCA input:
```
! RIJCOSX wB97M-V def2-TZVPD def2/J DEFGRID3
* xyz 0 1
C 1.769 -0.262 0.027
F 1.702 -1.525 0.356
H -1.974 1.193 0.840
H -2.850 -0.239 0.131
C -1.861 0.201 0.389
C 0.695 0.433 -0.163
C -0.713 -0.212 -0.118
F 0.890 1.531 -0.881
H -0.641 -1.309 -0.503
F 2.983 0.188 -0.078
*
```



Copy entry 3 word for word.
Here is a single C4H3F3 molecule in a non-equilibrium geometry from the Open Molecules 2025 dataset. Energies are from wB97M-V/def2-TZVPD.

**E_tot**: -12346.4989 eV
**LUMO level**: 0.032 Eh
**E_HOMO**: -9.376 eV
**Relative energy (zero: lowest compared OMol25 entry of this formula, charge and spin)**: 107.0 kJ/mol
**SMILES string**: C=CC(F)=C(F)F

Geometry as ORCA input:
```
! RIJCOSX wB97M-V def2-TZVPD def2/J DEFGRID3
* xyz 0 1
C 1.769 -0.262 0.027
F 1.702 -1.525 0.356
H -1.974 1.193 0.840
H -2.850 -0.239 0.131
C -1.861 0.201 0.389
C 0.695 0.433 -0.163
C -0.713 -0.212 -0.118
F 0.890 1.531 -0.881
H -0.641 -1.309 -0.503
F 2.983 0.188 -0.078
*
```



Which of these has the lowest relative energy (zero: lowest compared OMol25 entry of this formula, charge and spin)? H8N4P